Formula: C19H25O4RuSi2
Source: the Open Molecules 2025 dataset
Level of theory: ωB97M-V with the def2-TZVPD basis set

ORCA input file:
```
! wB97M-V def2-TZVPD RIJCOSX def2/J DEFGRID3
* xyz -2 2
Ru 0.1764 -0.0654 -0.1475
C -6.8014 -1.0408 -1.4029
O -6.7967 -0.0996 -0.3642
C -5.5360 0.3176 0.0756
C -5.5431 1.2608 1.1088
C -4.3227 1.7118 1.5750
C -3.0914 1.2752 1.0774
C -1.8402 1.7786 1.6186
C -1.8580 2.8618 2.6927
O -0.7231 1.3906 1.2909
C -3.0852 0.2828 0.0179
O -2.0448 -0.1987 -0.4887
C -4.3701 -0.1577 -0.4591
H -7.8478 -1.2484 -1.6269
H -6.3035 -1.9721 -1.1144
H -6.3090 -0.6593 -2.3030
H -6.4815 1.6114 1.5183
H -4.3319 2.4363 2.3823
H -2.6598 3.5944 2.5722
H -0.8969 3.3702 2.6574
H -1.9605 2.4081 3.6831
H -4.3338 -0.8893 -1.2523
C 1.6777 3.1690 -0.1573
Si 1.9310 1.3076 -0.6135
C 2.4030 1.4293 -2.4720
C 3.6162 0.9463 0.2290
C 4.8522 1.5590 0.0042
C 5.9852 1.1793 0.7128
C 5.8928 0.1737 1.6704
C 4.6685 -0.4395 1.9063
C 3.5232 -0.0700 1.1959
Si 1.7435 -0.7658 1.3521
C 1.3450 -0.3803 3.2030
C 2.0329 -2.6642 1.4093
H 2.5481 3.7713 -0.4504
H 1.5332 3.2796 0.9223
H 0.7875 3.5695 -0.6523
H 3.2692 2.0815 -2.6500
H 1.5539 1.8052 -3.0500
H 2.6284 0.4251 -2.8384
H 4.9373 2.3458 -0.7433
H 6.9415 1.6599 0.5221
H 6.7770 -0.1290 2.2257
H 4.6091 -1.2261 2.6564
H 2.1264 -0.7737 3.8670
H 0.3847 -0.8211 3.4882
H 1.2722 0.7003 3.3613
H 2.8117 -2.9551 2.1278
H 2.3225 -3.0005 0.4111
H 1.1028 -3.1772 1.6701
O 0.5979 -1.3025 -1.4107
*
```

Values from the calculation:
- Total energy: -1713.8381 a.u.
- HOMO-LUMO gap (alpha / beta): 3.6985 / 3.3506 eV
- Lowest unoccupied orbital energy (alpha / beta): 0.1660 / 0.1660 hartree
- ΔE to the lowest compared entry with this formula, charge and spin: 1.12 kcal/mol